# 1
# C15H22BIrN6OTe

A structure of composition C15H22BIrN6OTe (the ωB97M-V functional and the def2-TZVPD basis, the Open Molecules 2025 dataset).

For the molar mass, the calculation gives 633.0 g/mol. For the total energy, the calculation gives -1385.8889 a.u. As for the spin multiplicity: 2. For the LUMO energy (spin up / spin down), the calculation gives 0.094 / 0.093 Ha. The HOMO-LUMO gap (spin up / spin down) is 5.73 / 5.54 eV. The energy relative to the best compared isomer or geometry (same formula, charge and spin) is 0.00 kJ/mol. Its charge is -1.

CARTESIAN COORDINATES (ANGSTROEM)
Ir1 -0.318996 -0.024136 0.105764
C1 -0.901083 3.511450 -0.294731
C2 0.376729 2.966766 -0.833711
C3 1.416501 3.676455 -1.458665
C4 2.423828 2.755993 -1.669819
C5 3.775704 2.939926 -2.274574
N1 1.994341 1.578517 -1.191167
N2 0.740154 1.696162 -0.695745
B1 2.683330 0.227793 -1.044572
N3 2.662149 -0.193385 0.459809
N4 1.503055 -0.362150 1.175372
C6 1.843777 -0.713127 2.406335
C7 0.837349 -0.984094 3.473834
C8 3.247682 -0.777161 2.503828
C9 3.720553 -0.442937 1.257120
C10 5.131860 -0.346248 0.778043
N5 1.930287 -0.809620 -1.867872
N6 0.671219 -1.120312 -1.480282
C11 0.252834 -2.121426 -2.248005
C12 -1.028484 -2.847317 -2.016600
C13 1.251849 -2.420508 -3.193366
C14 2.298922 -1.568513 -2.912371
C15 3.638669 -1.453725 -3.559407
H1 -0.935400 4.588872 -0.460406
H2 -0.973976 3.312513 0.775401
H3 -1.762293 3.038851 -0.764104
H4 1.429275 4.727291 -1.695757
H5 3.892319 3.978772 -2.579968
H6 3.916063 2.306993 -3.152055
H7 4.571211 2.696500 -1.569150
H8 3.820528 0.304110 -1.420187
H9 -0.163363 -0.842277 3.052147
H10 0.992310 -0.306224 4.316491
H11 0.949266 -2.005795 3.844144
H12 3.827377 -1.034630 3.375094
H13 5.805082 -0.591918 1.598457
H14 5.371048 0.657609 0.425220
H15 5.327199 -1.034097 -0.045434
H16 -1.548445 -2.431675 -1.159026
H17 -0.819994 -3.905716 -1.839303
H18 -1.689638 -2.764796 -2.878814
H19 1.219655 -3.188682 -3.948093
H20 3.706088 -2.174096 -4.373355
H21 4.446470 -1.653181 -2.854125
H22 3.805386 -0.456482 -3.969244
O1 -1.353867 -0.414292 1.559992
Te1 -2.548490 0.398112 -1.297184

Atomic forces in eV per Å
-0.7 0.1 0.1
0.0 0.1 0.0
0.0 0.1 0.2
0.0 0.0 0.0
0.0 0.1 0.1
0.0 0.0 0.0
-0.2 0.0 0.0
-0.1 -0.3 -0.4
0.3 -0.1 0.3
-0.2 0.0 0.0
0.5 0.0 0.0
0.1 0.0 0.1
0.0 0.0 -0.1
-0.1 0.0 0.0
0.0 0.0 -0.2
0.0 0.0 0.1
-0.2 0.0 0.0
-0.1 0.3 -0.1
0.0 0.0 0.0
0.0 0.0 -0.1
0.0 -0.1 0.1
0.1 -0.1 0.0
0.0 0.0 0.0
0.0 0.0 0.0
0.0 0.0 0.0
0.0 0.0 0.0
0.0 0.0 0.0
0.0 0.0 0.0
0.0 0.0 0.0
0.0 0.0 0.0
0.0 0.0 0.0
0.0 0.0 0.0
0.0 0.0 0.0
0.0 0.0 0.0
0.0 0.0 0.0
0.0 0.0 0.0
0.0 0.0 0.0
0.0 0.0 0.0
0.0 0.0 0.0
0.0 0.0 0.0
0.0 0.0 0.0
0.0 0.0 0.0
0.0 0.0 0.0
0.0 0.0 0.0
0.0 0.0 0.0
0.4 0.1 -0.6
0.3 -0.1 0.2

# 2
# C6H10I2O

A structure of composition C6H10I2O at a distorted geometry (the ωB97M-V functional and the def2-TZVPD basis, the Open Molecules 2025 dataset).

For the molar mass, the calculation gives 352.0 g/mol. For the total energy, the calculation gives -905.0191 a.u. For the LUMO energy (spin up / spin down), the calculation gives -0.034 / 0.002 Ha. The HOMO-LUMO gap (spin up / spin down) is 6.97 / 8.28 eV. The energy relative to the best compared isomer or geometry (same formula, charge and spin) is 474.98 kJ/mol.

CARTESIAN COORDINATES (ANGSTROEM)
C1 0.393256 0.772566 -0.244479
C2 1.421838 -0.137623 0.245259
C3 -3.338820 -0.500849 0.444279
C4 -1.157206 0.711080 0.009000
C5 -1.851951 -0.566787 0.560855
C6 4.225322 0.120753 -0.571517
O1 0.863767 -0.368783 -0.931829
I1 5.041884 -1.607329 0.128048
I2 5.100355 2.013059 -0.204548
H1 0.675676 1.651897 -0.761696
H2 1.514909 -0.961874 0.925589
H3 -3.676117 -0.750390 -0.652252
H4 -3.827592 0.492936 0.672215
H5 -3.778751 -1.316471 1.106841
H6 -1.301471 1.698111 0.629427
H7 -1.456354 0.948825 -1.059038
H8 -1.535526 -1.399499 -0.154981
H9 -1.504861 -0.731975 1.568673
H10 4.191644 -0.067652 -1.709848

Atomic forces in eV per Å
-2.1 -1.0 1.1
0.8 0.4 0.2
-2.5 -0.7 -1.0
1.2 2.4 -0.3
1.8 0.5 -2.2
0.0 0.3 -2.4
0.2 -1.4 -2.1
0.3 -0.5 0.7
-0.3 -0.6 0.1
0.4 1.1 0.0
0.1 0.0 0.7
0.6 0.5 2.0
0.7 -1.1 0.1
0.2 1.2 -0.9
-0.4 -1.9 -0.9
-0.5 -0.3 1.2
0.0 0.8 1.4
0.1 -0.3 0.3
-0.5 0.8 1.9

# 3
# C3H20NO7S

A cluster of 7 separate species, C3H20NO7S in total at a distorted geometry (the ωB97M-V functional and the def2-TZVPD basis, the Open Molecules 2025 dataset).

For the molar mass, the calculation gives 214.3 g/mol. For the total energy, the calculation gives -1105.9852 a.u. For the LUMO energy, the calculation gives 0.114 Ha. The HOMO-LUMO gap is 9.03 eV. The energy relative to the best compared isomer or geometry (same formula, charge and spin) is 103.27 kJ/mol. Its charge is -1.

CARTESIAN COORDINATES (ANGSTROEM)
C1 -2.557281 0.244321 -0.402767
C2 -2.337978 0.942144 0.917785
S1 -2.774366 2.780338 0.702326
N1 -1.524707 -0.827880 -0.538114
C3 -1.358532 -1.314499 -1.880617
O1 -0.978813 -0.155848 -2.670967
H1 -2.580025 0.964000 -1.221508
H2 -3.461908 -0.382244 -0.464739
H3 -2.968192 0.557928 1.703771
H4 -1.328742 0.981586 1.324845
H5 -1.631958 2.979660 -0.033615
H6 -0.646100 -0.468283 -0.192640
H7 -2.264728 -1.746596 -2.321705
H8 -0.504263 -2.031819 -1.913661
H9 3.280507 0.100197 1.046076
H10 3.988577 -1.135682 0.646702
O2 4.121021 -0.392823 1.247144
H11 -0.763927 -2.587280 1.418743
H12 0.482076 -2.531376 2.285695
O3 -0.384520 -2.982565 2.225618
H13 1.788881 0.219339 -0.917125
H14 1.822066 1.558577 1.027037
O4 1.752301 0.742750 0.517795
H15 1.492267 -0.412796 1.741763
H16 2.176197 -0.827360 3.041900
O5 1.326827 -0.912160 2.589895
H17 1.213723 1.931737 -0.544712
H18 0.003668 2.068766 -1.541367
O6 0.500204 2.550751 -0.875408
H19 -0.012223 -0.113261 -2.813679
H20 2.474475 0.303458 -2.209533
O7 1.655473 -0.103081 -1.894939

Atomic forces in eV per Å
0.7 -2.0 -0.3
-0.8 1.8 0.1
0.8 -0.9 -0.1
-0.6 -0.3 0.4
1.9 1.5 0.0
-0.3 -0.5 -1.2
0.3 -0.1 -0.1
-0.4 0.9 0.3
-0.3 -0.1 0.2
0.2 -0.4 -0.5
-0.6 0.1 0.4
0.4 0.0 -0.2
0.1 0.2 0.3
-0.8 0.3 0.1
0.2 0.2 0.0
0.3 -0.1 0.1
-0.3 -0.1 -0.2
0.0 -0.2 0.5
-0.5 0.2 0.2
0.1 0.0 -0.7
-0.9 -0.5 -0.6
-0.1 -0.2 0.0
0.6 -0.2 0.5
-0.3 0.1 0.2
-0.1 -0.1 -0.1
0.5 0.1 -0.1
-1.2 0.2 -0.3
0.1 -0.3 -0.1
0.3 0.5 0.0
-0.4 -0.3 0.6
-0.2 -0.3 -0.6
1.2 0.5 0.9

# 4
# CBeF3NNaO4S3

A structure of composition CBeF3NNaO4S3 at a distorted geometry (the ωB97M-V functional and the def2-TZVPD basis, the Open Molecules 2025 dataset).

For the molar mass, the calculation gives 275.2 g/mol. For the total energy, the calculation gives -2065.0772 a.u. For the LUMO energy (spin up / spin down), the calculation gives 0.065 / 0.065 Ha. The HOMO-LUMO gap (spin up / spin down) is 5.49 / 5.48 eV. Its charge is -1.

CARTESIAN COORDINATES (ANGSTROEM)
Na1 2.109850 -1.577746 0.610046
N1 0.260184 -0.336572 1.118145
S1 -0.832136 0.156723 0.268683
O1 -0.712152 -0.018528 -1.251082
C1 -2.209663 -1.064357 0.594638
F1 -2.551359 -1.003872 1.877358
F2 -1.698467 -2.277785 0.349126
F3 -3.268634 -0.834038 -0.165913
Be1 0.917693 0.393601 -1.225262
S2 3.429627 0.595273 -0.638049
O2 2.318666 -0.554160 -1.253331
S3 1.805300 2.382541 0.332003
O3 1.375637 2.439415 -1.235921
O4 -0.944542 1.699503 0.619557

Atomic forces in eV per Å
-0.4 0.3 0.5
0.7 -1.9 -1.0
2.1 4.7 4.1
1.2 0.4 -0.6
1.0 1.5 -0.2
-0.4 -0.2 0.1
-0.7 -0.2 -0.1
-0.9 -0.5 -0.2
0.7 0.5 0.3
0.0 0.2 1.2
-1.6 2.5 -0.3
1.6 -1.7 -3.3
-0.9 -1.5 1.5
-2.5 -4.1 -2.0

# 5
# C4H12

A cluster of 2 separate species, C4H12 in total at a distorted geometry (the ωB97M-V functional and the def2-TZVPD basis, the Open Molecules 2025 dataset).

For the molar mass, the calculation gives 60.1 g/mol. For the total energy, the calculation gives -159.5275 a.u. For the LUMO energy, the calculation gives 0.042 Ha. The HOMO-LUMO gap is 12.42 eV. The energy relative to the best compared isomer or geometry (same formula, charge and spin) is 150.81 kJ/mol. As for the structure (SMILES): CC.CC.

CARTESIAN COORDINATES (ANGSTROEM)
C1 0.365630 1.553641 1.080116
C2 1.503478 0.968951 1.877611
H1 0.471076 2.594090 1.239024
H2 0.548400 1.171060 0.078334
H3 -0.433858 1.145216 1.573049
H4 2.306119 1.622915 2.140400
H5 2.145022 0.084696 1.424243
H6 1.299086 0.477695 2.708991
C3 -0.931644 -0.722146 -2.101359
C4 -1.191089 -1.654239 -0.981846
H7 -0.416671 -1.431126 -2.711919
H8 -1.705124 -0.256155 -2.672139
H9 -0.263000 0.144622 -1.782034
H10 -1.457691 -1.164918 0.016716
H11 -0.230917 -2.218181 -0.673455
H12 -2.008819 -2.316120 -1.215731

Atomic forces in eV per Å
3.0 -1.0 -0.2
4.0 -1.2 -3.4
-0.6 1.2 -0.6
-0.8 0.7 -0.3
-2.8 -0.6 0.3
0.4 1.0 0.1
-1.4 1.6 -0.2
-1.8 -1.7 4.2
2.1 1.3 0.4
0.2 0.1 3.8
0.8 0.5 -1.5
-1.1 -0.1 0.0
-0.5 -1.3 -0.5
0.0 -0.3 -1.3
-1.6 0.6 -0.9
0.0 -0.6 0.0

# 6
# CH2N2O3

A cluster of 2 separate species, CH2N2O3 in total at a distorted geometry (the ωB97M-V functional and the def2-TZVPD basis, the Open Molecules 2025 dataset).

For the molar mass, the calculation gives 90.0 g/mol. For the total energy, the calculation gives -374.4435 a.u. For the LUMO energy, the calculation gives -0.013 Ha. The HOMO-LUMO gap is 10.54 eV. The energy relative to the best compared isomer or geometry (same formula, charge and spin) is 93.65 kJ/mol. As for the structure (SMILES): N=C=O.O=NO.

CARTESIAN COORDINATES (ANGSTROEM)
N1 -1.932724 -0.691845 0.413781
C1 -1.495206 0.348472 0.066231
O1 -1.207669 1.451587 -0.239883
H1 -1.481786 -1.537976 0.723938
O2 1.409355 -1.185255 -0.079280
N2 1.172861 0.005090 0.054115
O3 2.285843 0.721359 0.429470
H2 2.003573 1.640719 0.169900

Atomic forces in eV per Å
-0.6 -2.1 0.6
0.8 3.2 -0.6
-0.5 -1.1 0.1
0.0 0.2 -0.2
-0.4 3.7 0.8
0.9 -3.7 -0.6
-0.5 0.7 -0.8
0.4 -0.9 0.7

# 7
# C10H20Br10

A cluster of 5 separate species, C10H20Br10 in total at a distorted geometry (the ωB97M-V functional and the def2-TZVPD basis, the Open Molecules 2025 dataset).

For the molar mass, the calculation gives 939.3 g/mol. For the total energy, the calculation gives -26133.1444 a.u. For the LUMO energy, the calculation gives 0.010 Ha. The HOMO-LUMO gap is 10.36 eV. The energy relative to the best compared isomer or geometry (same formula, charge and spin) is 118.22 kJ/mol. As for the structure (SMILES): BrCCBr.BrCCBr.BrCCBr.BrCCBr.BrCCBr.

CARTESIAN COORDINATES (ANGSTROEM)
Br1 -1.513369 -4.634722 -0.538529
C1 -1.709229 -2.838698 -1.163563
C2 -2.778078 -2.712927 -2.215595
Br2 -4.578629 -2.716613 -1.630986
H1 -0.761585 -2.652321 -1.613980
H2 -1.932476 -2.188128 -0.304348
H3 -2.660176 -3.521331 -2.911547
H4 -2.600012 -1.712760 -2.629895
Br3 -1.775433 0.447773 1.871055
C3 -1.597017 -0.906181 3.187341
C4 -0.357869 -0.637639 4.015853
Br4 0.136845 -2.222062 5.131686
H5 -1.696865 -1.835188 2.667116
H6 -2.403814 -0.704376 3.933227
H7 -0.635158 0.129937 4.789083
H8 0.603031 -0.376275 3.432423
Br5 4.290292 -1.915394 -1.845907
C5 4.947628 -2.446258 -0.051481
C6 3.965492 -2.045359 1.025212
Br6 2.211192 -2.798930 0.605849
H9 5.913334 -1.919263 0.036160
H10 5.145417 -3.523636 -0.105323
H11 3.984494 -0.994142 1.109951
H12 4.255796 -2.530840 1.959925
Br7 -0.851885 5.266780 -2.392966
C7 -1.820853 4.998925 -0.758887
C8 -2.924465 3.978907 -1.066765
Br8 -3.818526 3.648801 0.594476
H13 -2.241502 5.956266 -0.398267
H14 -1.169622 4.561895 -0.020843
H15 -2.572236 3.086535 -1.577241
H16 -3.650028 4.194613 -1.899820
Br9 2.849004 2.515760 -0.186558
C9 1.154522 1.893038 -0.737073
C10 1.453012 1.018571 -1.995788
Br10 -0.187439 0.623188 -2.969928
H17 0.478536 2.691612 -0.966774
H18 0.756869 1.292801 0.073239
H19 1.946964 0.097786 -1.730884
H20 2.143838 1.429857 -2.719645

Atomic forces in eV per Å
-0.1 -0.7 0.5
-1.0 0.1 0.7
1.1 0.8 0.0
-0.7 -0.1 0.5
0.6 0.6 -0.2
0.4 -0.2 -0.3
0.0 0.0 -0.6
-0.2 -0.4 -0.4
-0.1 0.8 -0.8
-0.5 0.7 1.9
1.6 0.3 0.3
-0.3 0.5 -0.5
0.2 -0.6 0.1
0.1 -0.8 -1.1
0.7 -0.6 -1.0
-1.8 -0.4 0.9
0.4 -0.1 0.4
0.5 0.0 -0.7
0.5 -1.8 -0.4
0.0 0.4 0.4
-0.5 -0.2 0.2
-0.3 0.3 0.0
-0.6 1.2 0.2
0.0 0.3 -0.1
0.4 0.3 -0.3
-1.4 -0.3 -0.4
-0.4 0.3 -1.6
-0.3 -0.4 0.1
0.4 -0.6 -0.3
0.4 0.1 0.2
0.8 -0.6 1.0
0.3 1.1 1.3
0.9 0.6 0.6
0.1 -1.6 -1.5
-0.3 0.3 0.6
0.0 -0.1 0.2
-0.1 0.6 -0.1
-0.1 -0.1 -0.1
-0.3 -0.5 0.4
-0.2 0.8 0.0

# 8
# C3H7N3S

An isolated molecule of C3H7N3S at a distorted geometry (the ωB97M-V functional and the def2-TZVPD basis, the Open Molecules 2025 dataset).

For the molar mass, the calculation gives 117.2 g/mol. For the total energy, the calculation gives -680.8049 a.u. For the LUMO energy, the calculation gives 0.021 Ha. The HOMO-LUMO gap is 8.09 eV. The energy relative to the best compared isomer or geometry (same formula, charge and spin) is 465.47 kJ/mol. As for the structure (SMILES): C1=NSCCNN1.

CARTESIAN COORDINATES (ANGSTROEM)
C1 -1.504961 -0.794159 0.285372
N1 -0.532674 -1.587685 -0.210244
S1 1.144883 -1.016496 -0.159125
C2 1.291843 0.651624 0.659795
C3 0.584895 1.695919 -0.263690
N2 -0.689873 1.036861 -0.642369
N3 -1.535496 0.500657 0.356384
H1 -2.562205 -1.344093 0.368343
H2 0.703199 0.664371 1.704250
H3 2.300514 1.039253 1.119556
H4 1.218962 1.539665 -1.309408
H5 0.602337 2.543629 0.421023
H6 -1.258452 1.631402 -1.090903
H7 -2.246850 1.220581 0.717884

Atomic forces in eV per Å
-1.2 -7.1 -1.9
-1.4 2.9 2.7
0.0 0.0 0.2
-1.2 0.7 2.7
2.1 -3.6 -0.9
2.3 -0.3 1.9
0.4 5.1 0.6
2.3 1.0 0.2
0.8 -0.4 -2.2
-1.3 -1.3 -1.7
-1.5 1.7 2.6
-0.4 1.0 -1.1
-2.1 2.7 -2.6
1.2 -2.6 -0.4